Record 1
The following is a quantum chemistry calculation of C8H18ClIN2OPRhS as an isolated structure at a distorted geometry, from the OMol25 dataset.

Summary:
- HOMO energy (alpha / beta): -0.534 / -0.567 hartree
- Total charge: +2
- ΔE to the lowest compared entry with this formula, charge and spin: 371.35 kJ/mol
- Energy: -57347.6229 eV
- Spin multiplicity: 5

Geometry as XYZ:
```
34
Properties=species:S:1:pos:R:3:lowdin_spin:R:1
C -3.00 -1.09 -0.90 0.7939
I -0.66 -3.10 -0.99 0.9621
H -3.02 0.15 -0.87 0.0314
H -3.61 -1.44 -0.05 0.0411
H -3.13 -1.42 -1.92 0.0366
Rh 0.51 1.96 0.96 1.1726
P -0.36 1.01 -2.03 0.3273
C -0.73 -0.56 -3.10 0.0700
C -1.55 2.24 -2.95 0.0516
H 1.59 2.37 -2.49 -0.0007
H 1.14 1.47 -4.04 0.0116
H 1.94 0.60 -2.62 -0.0003
C 1.24 1.41 -2.92 0.0385
H -1.45 3.15 -2.35 0.0000
H -1.25 2.35 -4.01 0.0104
H -0.74 -0.32 -4.19 0.0131
H -1.67 -0.97 -2.73 0.0028
H -2.56 1.81 -2.82 0.0001
H 0.04 -1.28 -2.82 0.0009
C -0.56 0.36 0.65 0.0450
O -0.84 -0.78 0.82 0.0712
Cl 0.58 4.30 1.30 0.2900
S -0.67 1.17 2.96 0.0114
C 0.51 -0.16 3.30 0.0065
N 0.36 -1.46 3.03 -0.0016
C 1.73 -2.21 3.24 -0.0002
C 2.70 -1.10 3.58 0.0001
N 1.77 0.17 3.57 0.0136
H -0.52 -2.02 2.77 0.0004
H 1.92 -2.71 2.27 0.0002
H 1.61 -2.91 4.10 0.0000
H 3.39 -0.88 2.70 0.0003
H 3.19 -1.19 4.57 0.0002
H 2.11 1.11 3.96 0.0000
```


Record 2
The following is a quantum chemistry calculation of C54H58BN9O2P2RuS as an isolated structure at a distorted geometry, from the OMol25 dataset.

Summary:
- HOMO energy (alpha / beta): -0.351 / -0.356 hartree
- Total charge: +1
- ΔE to the lowest compared entry with this formula, charge and spin: 45.66 kJ/mol
- Energy: -107120.3359 eV
- Spin multiplicity: 2

Geometry as XYZ:
```
128
Properties=species:S:1:pos:R:3:lowdin_spin:R:1
Ru 0.19 -0.01 0.09 0.5148
C 1.01 -2.75 2.24 0.0013
C 0.43 -1.50 2.79 0.0022
C 0.16 -1.23 4.14 0.0007
C -0.33 0.06 4.19 0.0026
C -0.79 0.86 5.36 0.0004
N -0.35 0.53 2.93 -0.0002
N 0.10 -0.42 2.07 -0.0031
B -0.88 1.86 2.38 0.0002
N -2.03 1.55 1.42 -0.0005
N -1.84 0.70 0.38 0.0046
C -2.99 0.63 -0.28 0.0063
C -3.22 -0.20 -1.49 0.0009
C -3.94 1.45 0.35 0.0014
C -3.29 2.02 1.42 0.0045
C -3.79 3.01 2.41 0.0007
N 0.25 2.55 1.59 -0.0004
N 0.83 1.89 0.56 -0.0059
C 1.68 2.73 -0.02 -0.0016
C 2.49 2.36 -1.21 -0.0007
C 1.66 3.95 0.66 -0.0002
C 0.73 3.80 1.67 -0.0006
C 0.25 4.80 2.67 -0.0001
H 1.69 -3.19 2.97 -0.0001
H 1.55 -2.57 1.32 0.0003
H 0.22 -3.48 2.02 0.0005
H 0.33 -1.89 4.97 -0.0001
H -0.62 0.29 6.27 0.0000
H -1.86 1.09 5.29 0.0001
H -0.25 1.80 5.44 0.0001
H -1.24 2.56 3.28 0.0000
H -2.36 -0.82 -1.70 0.0002
H -3.41 0.44 -2.35 0.0002
H -4.10 -0.84 -1.35 0.0001
H -4.97 1.60 0.05 0.0001
H -4.85 3.19 2.25 0.0000
H -3.27 3.97 2.30 0.0002
H -3.65 2.67 3.43 0.0002
H 2.02 1.55 -1.76 -0.0002
H 3.49 2.04 -0.94 -0.0001
H 2.60 3.23 -1.86 -0.0001
H 2.23 4.83 0.42 0.0000
H 0.90 5.67 2.64 0.0000
H 0.26 4.39 3.68 0.0000
H -0.76 5.12 2.44 0.0000
O -0.40 -2.05 -0.33 -0.0019
P -0.37 -3.08 -1.40 -0.0003
C 0.52 -2.45 -2.86 0.0006
P 0.13 -0.75 -3.37 0.0011
O 0.00 0.18 -2.21 0.0039
C 1.43 -0.26 -4.52 0.0009
C 1.89 -1.11 -5.52 0.0002
C 2.79 -0.64 -6.47 0.0001
C 3.23 0.67 -6.42 0.0000
C 2.77 1.52 -5.42 0.0000
C 1.87 1.06 -4.47 0.0001
C -1.33 -0.79 -4.42 -0.0003
C -1.99 0.43 -4.60 0.0000
C -3.06 0.50 -5.48 0.0000
C -3.47 -0.62 -6.18 0.0000
C -2.81 -1.83 -6.01 0.0000
C -1.73 -1.91 -5.13 -0.0001
C -1.99 -3.67 -1.86 -0.0001
C -3.05 -3.36 -1.01 0.0000
C -4.31 -3.88 -1.27 0.0000
C -4.51 -4.70 -2.37 0.0000
C -3.45 -5.02 -3.21 0.0000
C -2.19 -4.51 -2.95 0.0000
C 0.57 -4.53 -0.90 0.0000
C 1.96 -4.44 -0.75 -0.0001
C 2.68 -5.51 -0.23 0.0000
C 2.02 -6.67 0.14 0.0000
C 0.64 -6.77 0.00 0.0000
C -0.08 -5.70 -0.51 0.0000
H 0.52 -3.17 -3.68 0.0000
H 1.55 -2.38 -2.50 0.0006
H 1.54 -2.14 -5.59 0.0000
H 3.14 -1.30 -7.25 0.0000
H 3.92 1.04 -7.16 0.0000
H 3.12 2.55 -5.38 0.0000
H 1.50 1.71 -3.69 0.0000
H -1.68 1.30 -4.03 0.0000
H -3.58 1.44 -5.62 0.0000
H -4.31 -0.56 -6.86 0.0000
H -3.12 -2.71 -6.55 0.0000
H -1.22 -2.86 -5.01 0.0000
H -2.88 -2.71 -0.16 0.0000
H -5.14 -3.64 -0.61 0.0000
H -5.50 -5.10 -2.57 0.0000
H -3.61 -5.67 -4.06 0.0000
H -1.36 -4.79 -3.59 0.0000
H 2.49 -3.53 -1.00 -0.0001
H 3.75 -5.43 -0.11 0.0000
H 2.58 -7.50 0.54 0.0000
H 0.13 -7.67 0.30 0.0000
H -1.16 -5.78 -0.62 0.0000
N -2.93 3.68 -3.23 0.0000
C -1.74 3.88 -2.61 0.0000
N -0.66 3.86 -3.43 0.0000
S -1.61 4.13 -0.98 0.0000
H -3.04 3.74 -4.23 0.0000
H -3.75 3.78 -2.66 0.0000
H -0.72 3.70 -4.42 0.0000
H 0.24 3.99 -3.00 0.0000
N 2.01 -0.56 0.01 0.3644
C 3.24 -0.61 0.25 0.0466
C 4.31 -0.46 -0.79 0.0215
C 5.56 0.04 -0.44 -0.0011
C 6.54 0.22 -1.41 0.0016
C 6.29 -0.11 -2.73 -0.0033
C 5.04 -0.62 -3.09 0.0009
C 4.06 -0.79 -2.12 0.0010
C 3.70 -0.84 1.66 0.0234
C 3.18 -0.04 2.68 0.0023
C 3.55 -0.27 4.00 0.0009
C 4.43 -1.30 4.30 0.0011
C 4.96 -2.09 3.29 0.0019
C 4.60 -1.85 1.97 0.0030
H 5.76 0.29 0.59 0.0000
H 7.50 0.62 -1.12 0.0002
H 7.05 0.03 -3.48 -0.0002
H 4.84 -0.88 -4.12 0.0003
H 3.09 -1.16 -2.40 0.0016
H 2.48 0.75 2.43 -0.0001
H 3.15 0.35 4.78 0.0001
H 4.72 -1.48 5.33 0.0000
H 5.65 -2.89 3.53 0.0002
H 5.02 -2.46 1.18 0.0002
```


Record 3
The following is a quantum chemistry calculation of a 2-piece molecular cluster, C3H11NOS overall at a distorted geometry, from the OMol25 dataset.

Summary:
- HOMO energy: -0.333 hartree
- SMILES: CCS.NCO
- ΔE to the lowest compared entry with this formula, charge and spin: 80.57 kJ/mol
- Energy: -17661.5864 eV
- Spin multiplicity: 1

Geometry as XYZ:
```
17
Properties=species:S:1:pos:R:3:lowdin_charge:R:1
C 1.68 -2.83 0.11 -0.1937
C 1.05 -1.93 1.15 -0.5788
S -0.70 -1.62 0.64 0.6560
H 1.13 -2.88 -0.83 0.0505
H 2.67 -2.44 -0.15 0.0701
H 1.87 -3.84 0.46 0.0698
H 1.53 -0.98 1.34 0.0573
H 0.92 -2.46 2.08 0.0515
H -1.19 -1.19 1.82 -0.1586
N -0.20 2.29 -0.97 0.0160
C -1.54 2.82 -0.90 -0.3617
O -2.20 2.33 0.25 -0.0765
H 0.46 3.04 -1.16 0.0676
H -0.11 1.62 -1.72 0.0655
H -2.09 2.64 -1.82 0.1048
H -1.52 3.91 -0.77 0.1129
H -1.74 1.51 0.46 0.0476
```


Record 4
The following is a quantum chemistry calculation of a 2-piece molecular cluster, C2H2N2O overall at a distorted geometry, from the OMol25 dataset.

Summary:
- HOMO energy: -0.351 hartree
- SMILES: C=C=O.N#N
- ΔE to the lowest compared entry with this formula, charge and spin: 25.35 kJ/mol
- Energy: -7133.5809 eV
- Spin multiplicity: 1

Geometry as XYZ:
```
7
Properties=species:S:1:pos:R:3:lowdin_charge:R:1
C -0.50 0.16 0.12 -0.0358
C -1.59 0.77 -0.24 -0.2747
O -2.53 1.45 -0.44 0.1469
H -0.02 0.80 0.87 0.0739
H 0.08 -0.54 -0.50 0.0249
N 2.48 -0.84 -0.09 0.0302
N 2.08 -1.79 0.28 0.0345
```


Record 5
The following is a quantum chemistry calculation of one molecule with the formula C3H4F2N2 at a distorted geometry, from the OMol25 dataset.

Summary:
- HOMO energy: -0.315 hartree
- SMILES: N/N=C\C=C(F)F
- ΔE to the lowest compared entry with this formula, charge and spin: 278.47 kJ/mol
- Energy: -11587.2208 eV
- Spin multiplicity: 1

Geometry as XYZ:
```
11
Properties=species:S:1:pos:R:3:lowdin_charge:R:1
N -1.55 -1.18 0.05 -0.0127
N -1.62 0.17 -0.25 -0.0669
C -0.63 0.97 -0.26 -0.2062
C 0.86 0.91 -0.03 -0.0134
C 1.54 -0.21 -0.12 -0.4686
F 2.75 -0.35 0.00 0.2470
F 0.84 -1.32 -0.44 0.0628
H -0.49 -1.51 0.39 0.1422
H -2.27 -1.41 0.64 0.0267
H -0.97 2.16 -0.28 0.1417
H 1.55 1.78 0.29 0.1473
```


Record 6
The following is a quantum chemistry calculation of a 2-piece molecular cluster, C3H6ClNO5 overall at a distorted geometry, from the OMol25 dataset.

Summary:
- HOMO energy: -0.399 hartree
- ΔE to the lowest compared entry with this formula, charge and spin: 253.62 kJ/mol
- Energy: -27451.9922 eV
- Spin multiplicity: 1

Geometry as XYZ:
```
16
Properties=species:S:1:pos:R:3:lowdin_charge:R:1
C -1.37 -0.33 0.08 -0.1782
C -0.19 -0.42 -0.89 -0.4556
C 1.02 -0.46 -0.06 -0.4380
N 1.88 1.74 1.44 -0.5096
O 1.70 2.79 1.93 0.1292
O 2.81 1.01 1.47 0.0678
O -2.57 -0.14 -0.80 -0.0902
O -0.19 -1.61 -1.65 -0.0299
O 0.74 1.22 0.84 -0.0813
Cl 1.02 -1.59 1.20 0.8359
H -1.48 -1.34 0.59 0.1222
H -1.18 0.50 0.70 0.0897
H -0.27 0.38 -1.67 0.1811
H 2.05 -0.24 -0.44 0.1259
H -3.36 -0.15 -0.22 0.0960
H -0.63 -1.35 -2.50 0.1350
```


Record 7
The following is a quantum chemistry calculation of a 2-piece molecular cluster, C3H9N2S overall at a distorted geometry, from the OMol25 dataset.

Summary:
- HOMO energy: -0.503 hartree
- Total charge: +1
- ΔE to the lowest compared entry with this formula, charge and spin: 287.32 kJ/mol
- Energy: -17063.1887 eV
- Spin multiplicity: 1

Geometry as XYZ:
```
15
Properties=species:S:1:pos:R:3:lowdin_charge:R:1
C -1.41 0.48 0.28 -0.3059
C 3.01 0.18 -0.14 -0.0744
C 2.29 -0.83 0.02 -0.1013
N -1.03 1.60 -0.28 0.2438
N -2.29 -0.35 -0.16 -0.2676
S -1.96 -2.02 0.48 0.8801
H -1.16 0.36 1.32 0.1444
H 4.01 0.36 0.20 0.0746
H 2.59 0.99 -0.59 0.0166
H -3.24 -2.06 0.75 -0.1288
H 2.48 -1.79 0.45 0.0481
H 1.26 -0.94 -0.45 0.0577
H -0.50 2.14 0.33 0.1195
H -1.38 1.99 -1.06 0.1036
H -2.67 -0.10 -1.16 0.1896
```


Record 8
The following is a quantum chemistry calculation of one molecule with the formula C5H8N2, from the OMol25 dataset.

Summary:
- HOMO energy: -0.298 hartree
- ΔE to the lowest compared entry with this formula, charge and spin: 350.92 kJ/mol
- Energy: -8291.3593 eV
- Spin multiplicity: 1

Geometry as XYZ:
```
15
Properties=species:S:1:pos:R:3:lowdin_charge:R:1
C 2.58 -1.14 1.18 -0.1054
C 0.71 0.02 0.21 -0.0521
C 0.00 -0.17 -0.87 -0.1667
N -1.39 0.03 -0.90 -0.0676
C -1.85 1.20 -0.40 -0.1952
N -3.16 1.38 -0.63 0.0207
C 1.66 0.05 1.10 -0.1510
H 3.38 -0.99 1.91 0.0642
H 2.06 -2.09 1.37 0.0773
H 3.03 -1.21 0.18 0.0767
H 0.52 -0.28 -1.83 0.1119
H -1.95 -0.60 -1.49 0.1269
H -3.56 2.26 -0.35 0.0717
H -3.77 0.74 -1.12 0.0866
H 1.92 0.99 1.60 0.1019
```